# 1
# C31H29AlN7OS2

A molecular structure, C31H29AlN7OS2 (ωB97M-V with the def2-TZVPD basis set, the OMol25 dataset).

Values from the calculation:
- HOMO-LUMO gap: 0.229 Eh
- Largest force on an atom: 1.31 eV/Å
- Charge: +1
- HOMO: -10.602 eV

Each line ends with the Mulliken charge.
Element x y z (Å)
Al  0.50127  -0.96351  0.39280  -0.60
C  0.07485  1.84424  3.73372  -1.55
C  -0.24440  0.69124  2.82373  1.17
N  0.29861  0.64903  1.64772  0.78
N  1.16485  1.71370  1.37256  -1.20
C  2.33019  1.30816  1.00470  0.36
S  2.76837  -0.37112  0.84842  -0.31
S  3.47922  2.59875  0.55269  -0.13
C  4.64518  2.63190  1.98224  -1.14
C  5.50750  1.41525  2.16919  0.57
C  6.53058  1.13014  1.26740  -0.22
C  7.30925  -0.00484  1.42315  -0.61
C  7.06785  -0.87517  2.48070  -0.46
C  6.05287  -0.59737  3.38310  -0.66
C  5.27890  0.54571  3.22731  -0.12
C  -1.08816  -0.40518  3.30090  0.54
C  -1.97579  -0.21327  4.36924  -1.20
C  -2.70696  -1.25595  4.89481  -1.02
C  -2.53760  -2.53815  4.37166  -0.66
C  -1.68082  -2.75370  3.31319  -0.35
C  -0.96641  -1.69596  2.74118  1.01
O  -0.20309  -1.93000  1.68993  -0.43
H  1.15489  1.93025  3.84444  0.22
H  -0.36725  1.72560  4.71674  0.49
H  -0.26155  2.77934  3.27959  0.34
H  4.04969  2.84391  2.86737  0.41
H  5.24792  3.50919  1.74782  0.54
H  6.70866  1.80273  0.43490  0.37
H  8.11049  -0.20904  0.72371  0.40
H  7.67846  -1.76091  2.60468  0.40
H  5.85679  -1.27237  4.20795  0.39
H  4.49024  0.76534  3.93934  0.30
H  -2.12685  0.78254  4.76662  0.43
H  -3.38750  -1.08212  5.71763  0.43
H  -3.08338  -3.37087  4.79763  0.44
H  -1.55853  -3.74355  2.89160  0.35
C  -5.15923  -1.67317  1.15642  -0.60
C  -4.36482  -0.63932  1.62565  -0.79
C  -3.12621  -0.40349  1.05085  -0.39
C  -2.69237  -1.20423  0.00128  0.49
C  -3.50460  -2.22764  -0.49535  -0.17
C  -4.73175  -2.46159  0.08877  -0.80
N  -1.42396  -0.90405  -0.56801  1.09
N  -1.32137  -1.16734  -1.77502  -0.86
C  -0.13012  -0.65830  -2.34998  0.40
C  -0.03050  -0.66220  -3.72207  -0.68
C  1.01349  0.04366  -4.30389  -0.37
C  1.90012  0.71440  -3.48356  -0.98
C  1.76032  0.60722  -2.10520  0.12
N  0.77397  -0.08318  -1.53984  0.38
H  -6.12067  -1.86680  1.61745  0.43
H  -4.70412  -0.01636  2.44336  0.44
H  -2.51168  0.43373  1.35315  0.64
H  -3.14696  -2.83321  -1.31901  0.50
H  -5.36487  -3.25935  -0.27899  0.41
H  -0.78543  -1.17615  -4.30311  0.54
H  1.11709  0.08349  -5.38014  0.46
H  2.70836  1.30564  -3.89068  0.48
H  2.47826  1.07035  -1.44523  0.23
C  -0.71428  -4.37658  0.10819  -0.58
C  0.61337  -3.94057  -0.40623  0.47
N  1.08405  -2.70647  -0.53529  0.66
C  2.32462  -2.81016  -1.15919  -0.57
C  2.59562  -4.11087  -1.39799  -0.79
N  1.50597  -4.80701  -0.91676  -0.04
H  -1.27908  -3.52485  0.46752  -0.33
H  -0.59650  -5.08156  0.93199  0.41
H  -1.27342  -4.87329  -0.68691  0.35
H  2.93067  -1.94858  -1.38480  0.52
H  3.45352  -4.58747  -1.83983  0.41
H  1.39289  -5.80604  -0.92654  0.21

***

# 2
# C19H22N2O4S

C19H22N2O4S in the gas phase (ωB97M-V with the def2-TZVPD basis set, the OMol25 dataset).

Values from the calculation:
- HOMO-LUMO gap: 0.336 Eh
- Largest force on an atom: 1.00 eV/Å
- SMILES: Cc1ccc(CC(=O)Nc2ccc(S(=O)(=O)N3CCOCC3)cc2)cc1
- Energy relative to the best compared isomer or geometry (same formula, charge and spin): 1.622 eV
- HOMO: -8.811 eV

Each line ends with the natural charge from an NBO analysis.
Element x y z (Å)
C  -0.29560  -2.75998  1.20000  -0.63
C  0.90717  -2.13991  0.55939  -0.02
C  0.90241  -1.81402  -0.79061  -0.17
C  1.97996  -1.17163  -1.36948  -0.21
C  3.09747  -0.84366  -0.61440  -0.03
C  4.24934  -0.08377  -1.20986  -0.54
C  4.74284  1.03337  -0.30678  0.70
O  5.91728  1.23806  -0.10092  -0.59
N  3.80174  1.79458  0.33339  -0.64
C  2.40575  1.77417  0.24732  0.17
C  1.65448  1.73106  1.42289  -0.23
C  0.27523  1.71993  1.36582  -0.16
C  -0.35660  1.77278  0.13787  -0.34
S  -2.14280  1.79835  0.09020  2.32
O  -2.55163  2.28391  -1.19892  -0.94
O  -2.62220  2.47138  1.26143  -0.94
N  -2.48751  0.15589  0.26421  -0.68
C  -3.57172  -0.16332  1.17633  -0.26
C  -4.92571  0.01650  0.48706  -0.09
O  -4.99962  -0.76253  -0.68665  -0.52
C  -3.99363  -0.39325  -1.60542  -0.10
C  -2.59980  -0.56290  -0.99157  -0.26
C  0.37227  1.85236  -1.03280  -0.19
C  1.75357  1.85338  -0.98158  -0.18
C  3.12750  -1.21880  0.72297  -0.20
C  2.04337  -1.84947  1.30269  -0.21
H  -0.02907  -3.26392  2.12579  0.22
H  -0.76656  -3.47789  0.53165  0.22
H  -1.02198  -1.97947  1.42971  0.22
H  0.04216  -2.06013  -1.39544  0.20
H  1.94789  -0.91697  -2.41921  0.21
H  3.97763  0.32697  -2.18374  0.23
H  5.10537  -0.74719  -1.36466  0.26
H  4.19013  2.35987  1.07947  0.41
H  2.16128  1.69903  2.37566  0.22
H  -0.32612  1.68943  2.25974  0.24
H  -3.48737  0.50563  2.03125  0.24
H  -3.44854  -1.20263  1.49769  0.20
H  -5.74089  -0.32113  1.12907  0.20
H  -5.05950  1.08161  0.24512  0.17
H  -4.11817  -1.04715  -2.47035  0.20
H  -4.12208  0.65451  -1.90884  0.19
H  -1.83739  -0.17498  -1.66582  0.22
H  -2.40966  -1.62084  -0.78642  0.21
H  -0.15379  1.94177  -1.96999  0.24
H  2.32945  1.94039  -1.88873  0.22
H  4.00435  -1.00211  1.31669  0.21
H  2.07931  -2.11728  2.34880  0.21

***

# 3
# C8H10N3

A gas-phase ion, C8H10N3 (charge +1) (ωB97M-V with the def2-TZVPD basis set, the OMol25 dataset).

Values from the calculation:
- HOMO-LUMO gap: 0.302 Eh
- Largest force on an atom: 6.70 eV/Å
- SMILES: CN(C)c1cc[n+](C#N)cc1
- Charge: +1
- Energy relative to the best compared isomer or geometry (same formula, charge and spin): 1.884 eV
- HOMO: -13.037 eV

Each line ends with the natural charge from an NBO analysis.
Element x y z (Å)
C  0.78166  0.76732  2.36008  -0.42
N  0.64148  -0.43305  1.35739  -0.38
C  1.33470  -1.72699  1.51866  -0.42
C  0.01224  -0.13508  0.18815  0.25
C  -1.14727  0.51541  0.21172  -0.24
C  -1.73434  0.88146  -1.01962  0.11
N  -1.19519  0.50459  -2.21164  -0.39
C  -1.65284  1.13900  -3.29713  0.37
N  -1.94353  1.50771  -4.35901  -0.16
C  -0.14350  -0.24627  -2.20632  0.11
C  0.54283  -0.53193  -1.03642  -0.25
H  -0.14173  0.65186  2.95143  0.22
H  0.82580  1.77211  1.97403  0.23
H  1.68868  0.58103  2.93747  0.24
H  1.05859  -2.19734  2.57746  0.24
H  1.09101  -2.36818  0.73283  0.22
H  2.45604  -1.62474  1.57351  0.21
H  -1.58128  0.98832  1.06093  0.26
H  -2.81967  1.30506  -1.10356  0.27
H  0.40362  -0.46738  -3.19500  0.27
H  1.52272  -0.88291  -1.01496  0.26

***

# 4
# C20H29N2O5P2PtS4

A molecular structure, C20H29N2O5P2PtS4 (ωB97M-V with the def2-TZVPD basis set, the OMol25 dataset).

Values from the calculation:
- HOMO-LUMO gap (spin up / spin down): 0.215 / 0.256 Eh
- Largest force on an atom: 1.34 eV/Å
- Charge: -1
- Energy relative to the best compared isomer or geometry (same formula, charge and spin): 0.144 eV
- <S²>: 2.01
- HOMO (spin up / spin down): -3.509 / -4.791 eV
- Spin multiplicity: 3

Each line ends with the Löwdin spin population.
Element x y z (Å)
Pt  -0.45487  0.04723  -0.24395  1.06
C  0.15325  1.22580  3.23940  0.02
P  -1.07245  0.61224  2.04002  0.12
C  -2.68590  1.22578  2.67053  0.03
C  -1.35741  -1.11364  2.71600  0.01
C  -1.15802  -1.44950  4.05626  0.00
C  -1.45745  -2.71494  4.53866  0.00
C  -1.99222  -3.67217  3.68644  0.00
C  -2.19318  -3.35680  2.35107  0.00
C  -1.86636  -2.09247  1.85764  0.00
P  -2.00790  -1.69676  0.07558  0.09
C  -1.86417  -3.32613  -0.72613  0.02
C  -3.78501  -1.29181  -0.12820  0.03
H  -0.31618  1.43713  4.20193  0.01
H  0.57424  2.14808  2.84304  0.00
H  0.93962  0.47901  3.35521  0.00
H  -2.84751  0.81868  3.66888  0.01
H  -3.48865  0.89647  2.01068  0.00
H  -2.67117  2.31231  2.68790  0.00
H  -0.75616  -0.71183  4.74184  0.00
H  -1.27408  -2.95457  5.58051  0.00
H  -2.23754  -4.66090  4.05630  0.00
H  -2.59665  -4.11216  1.68603  0.00
H  -2.75728  -3.93504  -0.57987  0.00
H  -0.98512  -3.83244  -0.32319  0.00
H  -1.69866  -3.15466  -1.78950  0.00
H  -4.38623  -1.85526  0.58654  0.01
H  -4.09542  -1.53946  -1.14588  0.00
H  -3.91861  -0.22037  0.02623  0.00
O  6.57986  2.68672  -0.63036  0.00
C  6.55898  1.33067  -0.57690  0.00
O  7.57435  0.73573  -0.81866  0.00
C  5.26652  0.68720  -0.22790  0.01
C  5.17904  -0.69930  -0.32544  0.00
C  3.99561  -1.35998  -0.05707  0.01
C  2.84125  -0.65854  0.32685  0.02
S  1.34382  -1.52022  0.61979  0.18
C  2.95419  0.73042  0.48327  0.01
C  4.13431  1.38709  0.19294  0.00
H  5.69632  3.03269  -0.46660  0.00
H  6.06164  -1.24329  -0.63760  0.00
H  3.93673  -2.43731  -0.16092  0.00
H  2.08982  1.29487  0.80214  0.00
H  4.14136  2.46673  0.31896  0.00
O  -1.91480  4.10266  -0.94736  0.01
S  -1.46176  2.85591  -0.36102  0.01
O  -2.44217  1.74656  -0.57191  0.09
O  -1.15067  3.02219  1.07583  0.01
S  0.26040  2.24394  -1.26512  0.07
C  1.50498  0.88496  -4.64928  0.00
N  0.06389  1.03044  -4.46179  0.01
C  -0.61331  0.30316  -3.54539  0.02
S  0.02531  -1.10233  -2.83251  0.10
N  -1.85128  0.74096  -3.25658  0.01
C  -2.31373  2.06955  -3.62551  0.00
H  1.78313  1.37808  -5.57964  0.00
H  1.75694  -0.16778  -4.70391  0.00
H  2.05427  1.32872  -3.81712  0.00
H  -0.25643  1.98348  -4.54161  0.00
H  -2.18859  0.40463  -2.36923  0.00
H  -2.41010  2.15056  -4.71031  0.00
H  -1.65263  2.85439  -3.24291  0.00
H  -3.29018  2.22458  -3.17705  0.00

***

# 5
# F8N4NaO16S8

A molecular structure, F8N4NaO16S8 (ωB97M-V with the def2-TZVPD basis set, the OMol25 dataset).

Values from the calculation:
- HOMO-LUMO gap: 0.306 Eh
- Largest force on an atom: 11.39 eV/Å
- Charge: -3
- Energy relative to the best compared isomer or geometry (same formula, charge and spin): 7.126 eV
- HOMO: -2.798 eV

Each line ends with the natural charge from an NBO analysis.
Element x y z (Å)
Na  -1.49409  -18.28933  -4.67903  0.95
N  -1.99130  -18.99057  -6.87356  -1.13
S  -2.65047  -17.87688  -7.65087  2.38
O  -3.91903  -18.28787  -8.18174  -0.91
O  -1.90366  -16.76570  -8.27658  -0.86
F  -3.19098  -17.11318  -6.24645  -0.55
S  -1.05541  -19.40985  -8.14932  2.37
O  0.00616  -18.50133  -8.50217  -0.85
O  -1.60615  -20.27508  -9.17133  -0.91
F  -0.35551  -20.52981  -7.20030  -0.53
N  -6.56158  -20.12402  -3.83095  -1.03
S  -6.68121  -20.55121  -5.44802  2.29
O  -5.42283  -21.00412  -6.01952  -0.86
O  -7.68146  -19.98494  -6.42793  -0.89
F  -7.54066  -21.82694  -5.04947  -0.52
S  -5.63518  -18.98650  -4.20444  2.37
O  -6.23418  -17.81087  -4.77809  -0.88
O  -4.17253  -19.17395  -4.33098  -0.93
F  -5.65145  -18.40266  -2.69346  -0.55
N  -0.83257  -16.29770  -3.29768  -1.12
S  -2.40306  -15.69577  -2.90166  2.29
O  -3.54056  -15.86567  -3.86643  -0.85
O  -2.48601  -14.48855  -2.08309  -0.90
F  -3.07886  -16.74849  -1.85521  -0.50
S  -0.42966  -15.12960  -4.23589  2.35
O  -0.15026  -13.80971  -3.61111  -0.88
O  -1.01008  -15.34306  -5.59831  -0.86
F  1.08957  -15.72780  -4.56186  -0.51
N  3.69308  -18.03793  -5.58495  -1.08
S  2.61065  -19.20673  -4.97505  2.38
O  3.08798  -20.51702  -4.60042  -0.92
O  1.19823  -19.18762  -5.36484  -0.91
F  2.60374  -18.59345  -3.48047  -0.52
S  3.69102  -18.52378  -7.03247  2.41
O  2.70405  -17.87113  -7.96805  -0.88
O  3.96491  -19.91662  -7.15088  -0.93
F  5.13713  -17.86777  -7.48983  -0.54

***

# 6
# C5H10O

C5H10O in the gas phase (ωB97M-V with the def2-TZVPD basis set, the OMol25 dataset).

Values from the calculation:
- HOMO-LUMO gap: 0.411 Eh
- Largest force on an atom: 2.07 eV/Å
- SMILES: CC[C@H]1O[C@@H]1C
- Energy relative to the best compared isomer or geometry (same formula, charge and spin): 1.769 eV
- HOMO: -9.981 eV

Each line ends with the natural charge from an NBO analysis.
Element x y z (Å)
C  2.56849  0.32442  0.18299  -0.61
C  1.45455  -0.68800  -0.19529  -0.42
C  0.04757  -0.27163  0.33778  0.06
O  -0.38981  0.96282  -0.29402  -0.51
C  -1.22941  -0.18820  -0.40379  0.06
C  -2.59545  -0.08842  0.30161  -0.64
H  2.79848  0.27326  1.24870  0.21
H  2.42066  1.44621  -0.05879  0.23
H  3.46883  -0.11297  -0.38848  0.21
H  1.42250  -0.94222  -1.24684  0.21
H  1.71815  -1.69651  0.21103  0.20
H  -0.06922  -0.32758  1.46367  0.17
H  -1.32779  -0.60230  -1.41559  0.18
H  -3.17624  0.71096  -0.24836  0.23
H  -2.45176  0.05524  1.41361  0.22
H  -3.15955  -1.03568  0.03339  0.21

***

Question: Which of these has the lowest largest force on an atom?
Answer: C19H22N2O4S